# 1
Below is C52H44FHgN2O5P2S as an isolated structure, with properties calculated with the ωB97M-V functional and the def2-TZVPD basis.

Energy relative to the best compared isomer or geometry (same formula, charge and spin) in kJ/mol: 0.0
HOMO-LUMO gap (alpha / beta) in eV: 6.3 / 7.4
Strongest force on any atom in eV Å⁻¹: 0.4
2S+1: 2
Total energy in eV: -104162.2840
Highest occupied orbital energy (alpha / beta) in eV: -5.91 / -7.83
Charge: 0
E_LUMO (alpha / beta) in hartree: 0.01587 / -0.01575

Each line ends with the Löwdin charge.
CARTESIAN COORDINATES (ANGSTROEM)
Hg: 0.0424 -0.9219 0.1168  0.973
O: -0.2789 3.4417 -0.3642  -0.481
S: -0.1028 2.2292 0.4881  0.881
C: 1.3433 2.5753 1.5093  -0.386
C: 1.2921 3.7082 2.3142  -0.071
C: 2.4143 4.1053 3.0174  -0.069
C: 3.5927 3.3732 2.9070  -0.067
C: 3.6405 2.2546 2.0907  -0.093
C: 2.5173 1.8315 1.3758  -0.368
P: 2.6349 0.3882 0.2352  1.029
C: 3.1654 -0.9835 1.3314  -0.409
C: 3.3375 -2.2295 0.7217  -0.134
C: 3.6132 -3.3582 1.4762  -0.078
C: 3.6971 -3.2654 2.8606  -0.091
C: 3.5054 -2.0396 3.4793  -0.085
C: 3.2416 -0.9037 2.7201  -0.104
C: 4.1467 0.8570 -0.6901  -0.363
C: 4.0244 1.9591 -1.5416  -0.093
C: 5.0954 2.3725 -2.3165  -0.082
C: 6.2989 1.6782 -2.2677  -0.092
C: 6.4250 0.5777 -1.4348  -0.085
C: 5.3539 0.1666 -0.6465  -0.087
C: -1.3737 2.3105 1.7734  -0.375
C: -2.3024 3.3254 1.6089  -0.073
C: -3.3679 3.4294 2.4917  -0.057
C: -3.4951 2.5207 3.5322  -0.064
C: -2.5623 1.5027 3.6782  -0.088
C: -1.4979 1.3595 2.7909  -0.338
P: -0.2619 0.0063 3.0155  1.059
C: 0.1345 0.1948 4.8023  -0.351
C: 1.0854 1.1632 5.1327  -0.096
C: 1.4539 1.3757 6.4522  -0.080
C: 0.8868 0.6078 7.4628  -0.091
C: -0.0471 -0.3674 7.1419  -0.082
C: -0.4229 -0.5745 5.8188  -0.087
C: -1.2481 -1.5334 2.9600  -0.424
C: -0.5104 -2.7070 3.1425  -0.126
C: -1.1292 -3.9447 3.0882  -0.083
C: -2.4922 -4.0246 2.8219  -0.091
C: -3.2213 -2.8658 2.5999  -0.079
C: -2.6046 -1.6217 2.6677  -0.088
H: 0.3703 4.2750 2.3766  0.119
H: 2.3754 4.9861 3.6469  0.109
H: 4.4777 3.6840 3.4489  0.107
H: 4.5703 1.7056 1.9855  0.116
H: 3.2253 -2.3196 -0.3541  0.110
H: 3.7339 -4.3161 0.9863  0.105
H: 3.8996 -4.1488 3.4538  0.101
H: 3.5523 -1.9620 4.5588  0.106
H: 3.0674 0.0389 3.2223  0.078
H: 3.0810 2.4952 -1.5950  0.110
H: 4.9891 3.2317 -2.9669  0.104
H: 7.1341 1.9952 -2.8797  0.100
H: 7.3616 0.0354 -1.3907  0.102
H: 5.4695 -0.6872 0.0102  0.096
H: -2.1773 4.0146 0.7834  0.108
H: -4.0974 4.2192 2.3631  0.107
H: -4.3223 2.5963 4.2270  0.105
H: -2.6591 0.8051 4.5029  0.108
H: 1.5413 1.7571 4.3441  0.081
H: 2.1896 2.1342 6.6916  0.103
H: 1.1763 0.7650 8.4944  0.100
H: -0.4902 -0.9718 7.9241  0.102
H: -1.1526 -1.3404 5.5853  0.103
H: 0.5618 -2.6465 3.3096  0.098
H: -0.5459 -4.8461 3.2314  0.104
H: -2.9790 -4.9904 2.7668  0.099
H: -4.2752 -2.9254 2.3579  0.105
H: -3.1721 -0.7299 2.4362  0.102
C: -5.1696 1.7362 -5.2124  -0.047
C: -4.1456 0.7741 -5.8004  -0.308
C: -3.6131 1.2975 -7.1224  -0.153
C: -2.5924 0.3414 -7.7130  -0.130
C: -1.4764 0.1202 -6.7266  -0.139
C: -0.2023 -0.1832 -7.1458  0.046
C: 0.8179 -0.3640 -6.2174  -0.263
F: 2.0507 -0.6598 -6.6795  0.059
C: 0.6042 -0.2420 -4.8788  0.070
C: -0.6879 0.0571 -4.4276  -0.043
C: -0.9148 0.1709 -2.9763  -0.316
O: 0.0404 0.1870 -2.1899  -0.088
C: -2.2866 0.3094 -2.5801  -0.029
C: -3.2278 0.5260 -3.5320  0.024
N: -3.0082 0.5445 -4.8696  0.023
C: -1.7298 0.2420 -5.3437  -0.073
C: -2.7603 0.2634 -1.1400  -0.620
O: -3.6136 1.0728 -0.7936  0.042
O: -2.2748 -0.6881 -0.4203  -0.201
H: -5.8510 2.0470 -6.0046  0.084
H: -4.6765 2.6242 -4.8125  0.101
H: -5.7723 1.2925 -4.4221  0.077
H: -4.6252 -0.1932 -5.9835  0.154
H: -3.1511 2.2756 -6.9510  0.137
H: -4.4539 1.4425 -7.8006  0.121
H: -2.1862 0.7309 -8.6469  0.120
H: -3.0779 -0.6113 -7.9493  0.127
H: 0.0187 -0.2749 -8.2030  0.130
H: 1.3991 -0.3618 -4.1543  0.133
H: -4.2406 0.7195 -3.2113  0.129
C: -0.9209 -5.4350 -1.3489  -0.009
C: -1.0189 -4.0304 -0.7993  -0.591
N: -2.1988 -3.4119 -0.9630  0.186
O: -0.0521 -3.5133 -0.2378  -0.078
H: -1.8621 -5.9796 -1.2572  0.076
H: -0.1321 -5.9676 -0.8252  0.080
H: -0.6584 -5.3777 -2.4075  0.086
H: -2.9431 -3.8820 -1.4449  0.103
H: -2.3361 -2.4266 -0.6922  0.058

# 2
Below is a single C2H3ClNOP molecule at a distorted geometry, with properties calculated with the ωB97M-V functional and the def2-TZVPD basis.

Energy relative to the best compared isomer or geometry (same formula, charge and spin) in kJ/mol: 131.1
HOMO-LUMO gap in eV: 9.7
Strongest force on any atom in eV Å⁻¹: 4.1
Total energy in eV: -27470.8570
Highest occupied orbital energy in eV: -9.12
Charge: 0
E_LUMO in hartree: 0.02013

Each line ends with the Löwdin charge.
CARTESIAN COORDINATES (ANGSTROEM)
Cl: 2.6728 -0.2456 -1.0355  0.266
P: 1.7805 -0.1214 0.6794  0.505
N: 0.4600 1.4529 0.2105  -0.070
C: -0.6110 0.8664 0.0528  -0.345
C: -0.7507 -0.6335 0.0565  -0.224
O: 0.5516 -1.1291 0.3803  -0.482
H: -1.5766 1.5585 -0.1496  0.151
H: -1.5836 -0.8293 0.7056  0.115
H: -0.9430 -0.9188 -0.9000  0.083

# 3
Below is a 2-piece molecular cluster, C30H31N3O2 overall at a distorted geometry, with properties calculated with the ωB97M-V functional and the def2-TZVPD basis.

Energy relative to the best compared isomer or geometry (same formula, charge and spin) in kJ/mol: 0.0
HOMO-LUMO gap in eV: 3.9
Strongest force on any atom in eV Å⁻¹: 2.1
Total energy in eV: -40176.5847
Highest occupied orbital energy in eV: -6.06
Charge: 0
E_LUMO in hartree: -0.08046

Each line ends with the Löwdin charge.
CARTESIAN COORDINATES (ANGSTROEM)
O: 2.5750 -0.4420 2.0756  -0.128
C: 3.2947 -1.1895 2.7902  -0.479
C: 4.0024 -0.7031 3.9757  -0.044
C: 4.4608 -1.5753 4.9323  -0.082
C: 4.3885 -2.9693 4.7319  -0.292
C: 4.8657 -3.8699 5.7404  -0.229
N: 5.2624 -4.6102 6.5573  0.097
C: 3.8647 -3.4751 3.5251  -0.082
C: 3.4040 -2.6266 2.5490  -0.048
H: 4.0600 0.3753 4.1234  0.095
H: 4.8833 -1.1887 5.8660  0.111
H: 3.8222 -4.5579 3.3676  0.111
H: 3.0058 -3.0095 1.6100  0.089
C: -3.5310 2.1534 -3.8378  -0.006
N: -2.5150 1.2947 -3.2752  -0.038
C: -1.8399 0.3856 -4.0389  -0.367
O: -2.0301 0.1760 -5.2343  0.092
C: -0.8288 -0.3136 -3.1272  -0.156
C: 0.6221 -0.0292 -3.5368  -0.079
C: 0.9398 -0.5172 -4.9323  -0.239
C: 1.3459 0.3907 -5.9152  -0.039
C: 1.5743 -0.0521 -7.2193  -0.075
C: 1.4265 -1.4054 -7.5454  -0.081
C: 1.0604 -2.3154 -6.5473  -0.073
C: 0.8190 -1.8763 -5.2407  -0.040
N: -1.1817 0.2202 -1.8077  0.039
C: -0.5646 -0.2014 -0.6884  0.034
C: -0.8585 0.2728 0.5857  -0.062
C: -0.2591 -0.1353 1.7715  0.061
C: -0.6537 0.3518 3.0690  -0.180
C: -0.0324 -0.1404 4.2506  0.023
C: -0.3587 0.3470 5.5045  -0.013
C: -1.3441 1.3348 5.6486  -0.256
C: -1.6819 1.8704 7.0041  -0.046
C: -2.0052 1.8117 4.5104  -0.033
C: -1.6815 1.3274 3.2510  -0.004
C: -2.2444 1.2403 -1.8448  -0.463
C: -1.7651 2.6203 -1.3687  0.014
C: -3.5190 0.8090 -1.1039  0.013
H: -3.5361 2.0263 -4.9229  0.101
H: -4.5169 1.8980 -3.4305  0.094
H: -3.3272 3.2022 -3.5901  0.094
H: -1.0259 -1.4026 -3.1525  0.168
H: 0.7910 1.0593 -3.4723  0.131
H: 1.2704 -0.5285 -2.7986  0.127
H: 1.4581 1.4453 -5.6461  0.115
H: 1.8507 0.6695 -7.9864  0.104
H: 1.6006 -1.7453 -8.5693  0.105
H: 0.9371 -3.3703 -6.7906  0.104
H: 0.5255 -2.5832 -4.4582  0.115
H: 0.2049 -0.9698 -0.8106  0.161
H: -1.6326 1.0276 0.6801  0.054
H: 0.5236 -0.8891 1.7202  0.107
H: 0.7266 -0.9128 4.1407  0.122
H: 0.1535 -0.0254 6.3939  0.128
H: -2.4552 2.6412 6.9308  0.077
H: -2.0547 1.0780 7.6662  0.092
H: -0.8033 2.3152 7.4895  0.093
H: -2.7784 2.5776 4.6205  0.116
H: -2.2323 1.7052 2.3900  0.101
H: -0.9420 2.9627 -2.0104  0.104
H: -2.5947 3.3359 -1.4342  0.091
H: -1.4087 2.5999 -0.3372  0.076
H: -3.9043 -0.1119 -1.5609  0.108
H: -3.3351 0.6198 -0.0451  0.074
H: -4.2776 1.5972 -1.1917  0.092

# 4
Below is a 2-piece molecular cluster, C4H7O3 overall at a distorted geometry, with properties calculated with the ωB97M-V functional and the def2-TZVPD basis.

Energy relative to the best compared isomer or geometry (same formula, charge and spin) in kJ/mol: 51.1
HOMO-LUMO gap (alpha / beta) in eV: 4.0 / 6.6
Strongest force on any atom in eV Å⁻¹: 3.7
2S+1: 2
Total energy in eV: -10398.3182
Highest occupied orbital energy (alpha / beta) in eV: 2.70 / 0.10
Charge: -2
E_LUMO (alpha / beta) in hartree: 0.24518 / 0.24489

Each line ends with the Löwdin charge.
CARTESIAN COORDINATES (ANGSTROEM)
C: 2.1931 0.3734 -0.0020  -0.670
O: 2.9149 0.6039 1.0700  -0.340
C: 1.7701 -1.0748 -0.1368  -0.175
C: 0.6221 0.3060 0.2544  -0.187
C: -3.5150 0.2021 -0.1917  -0.686
O: -4.6721 0.1731 0.2465  -0.164
O: -2.4396 0.5790 0.4122  -0.176
H: 2.4480 0.9316 -0.9070  0.096
H: -0.0651 0.1998 -0.6546  0.081
H: 2.0685 -1.6371 0.7122  0.002
H: 1.4073 -1.5520 -1.0712  0.003
H: 0.0404 -0.3434 0.9641  0.090
H: 0.5818 1.3474 0.5451  0.057
H: -3.3544 -0.1091 -1.2411  0.070

# 5
Below is a single C17H25F3N4O3 molecule, with properties calculated with the ωB97M-V functional and the def2-TZVPD basis.

Energy relative to the best compared isomer or geometry (same formula, charge and spin) in kJ/mol: 24.6
HOMO-LUMO gap in eV: 9.4
Strongest force on any atom in eV Å⁻¹: 0.3
Total energy in eV: -38291.7061
Highest occupied orbital energy in eV: -8.81
Charge: 0
E_LUMO in hartree: 0.02264

Each line ends with the Löwdin charge.
CARTESIAN COORDINATES (ANGSTROEM)
C: -3.3378 2.4631 0.5056  -0.103
C: -4.2547 1.5003 -0.2374  -0.240
C: -3.6271 0.9267 -1.5040  -0.186
N: -2.4854 0.0636 -1.2468  0.088
C: -1.2175 0.4970 -1.3713  -0.437
O: -0.9263 1.6635 -1.6109  0.053
C: -0.0604 -0.4934 -1.1500  -0.145
C: -0.3034 -1.9718 -1.2931  -0.210
N: -1.4970 -2.5470 -1.2520  0.071
N: -1.2618 -3.8563 -1.3877  -0.015
C: 0.0554 -4.1311 -1.5139  -0.045
C: 0.7238 -2.9351 -1.4563  -0.208
C: 2.1941 -2.6891 -1.5489  -0.034
N: 0.6157 -0.2593 0.1531  -0.023
C: -0.3372 -0.5437 1.2326  -0.157
C: 0.3097 -0.5421 2.6020  -0.114
C: 0.8962 0.8396 2.8446  -0.215
C: 1.5594 0.9428 4.1959  -0.601
F: 2.5839 0.0787 4.3331  0.140
F: 2.0520 2.1731 4.4240  0.142
F: 0.6923 0.6782 5.1934  0.134
C: 1.8728 1.1630 1.7260  -0.075
C: 1.2237 1.0667 0.3343  -0.177
C: 2.3535 1.4415 -0.6305  -0.434
O: 3.1444 2.3116 -0.3723  0.120
O: 2.4450 0.7091 -1.7463  -0.060
C: 3.5186 1.0772 -2.6221  -0.025
H: -3.8234 2.8559 1.3998  0.070
H: -2.4152 1.9696 0.8133  0.044
H: -3.0547 3.3017 -0.1315  0.079
H: -4.5503 0.6766 0.4194  0.105
H: -5.1755 2.0166 -0.5229  0.104
H: -4.3670 0.3418 -2.0538  0.117
H: -3.2884 1.7373 -2.1501  0.119
H: -2.6223 -0.9322 -1.1320  0.097
H: 0.6486 -0.2243 -1.9248  0.137
H: -2.0329 -4.4982 -1.3949  0.150
H: 0.4133 -5.1402 -1.6338  0.123
H: 2.7445 -3.6291 -1.5726  0.077
H: 2.4439 -2.1299 -2.4526  0.076
H: 2.5386 -2.0999 -0.6993  0.075
H: -1.1643 0.1852 1.2342  0.117
H: -0.7817 -1.5183 1.0347  0.123
H: -0.4358 -0.7950 3.3572  0.126
H: 1.1028 -1.2926 2.6404  0.133
H: 0.0882 1.5794 2.8581  0.167
H: 2.2815 2.1638 1.8379  0.129
H: 2.7089 0.4596 1.7705  0.143
H: 0.4792 1.8698 0.2320  0.156
H: 3.4513 0.3992 -3.4676  0.091
H: 3.4035 2.1089 -2.9473  0.099
H: 4.4754 0.9676 -2.1152  0.098

# 6
Below is a single C3H2N2OS molecule at a distorted geometry, with properties calculated with the ωB97M-V functional and the def2-TZVPD basis.

Energy relative to the best compared isomer or geometry (same formula, charge and spin) in kJ/mol: 103.2
HOMO-LUMO gap in eV: 8.1
Strongest force on any atom in eV Å⁻¹: 1.7
Total energy in eV: -19004.4827
Highest occupied orbital energy in eV: -9.45
Charge: 0
E_LUMO in hartree: -0.05081

Each line ends with the Löwdin charge.
CARTESIAN COORDINATES (ANGSTROEM)
S: 2.8746 -0.3220 -0.0246  0.768
C: 1.6332 0.6623 0.0335  -0.620
C: 0.2278 0.2866 0.0368  -0.410
N: -0.7864 1.1043 -0.0297  0.095
N: -1.9280 0.3336 -0.0141  0.053
C: -1.5242 -0.9225 -0.0271  -0.154
O: -0.1920 -1.0452 0.0425  0.058
H: 1.7402 1.7650 0.0329  0.076
H: -2.0452 -1.8621 -0.0501  0.133